This record from the Open Molecules 2025 dataset describes C42H49N9RuSSe as an isolated structure. The level of theory is ωB97M-V with the def2-TZVPD basis set.

Cartesian coordinates (Å):
Ru -1.06521 1.29508 0.10864
C -3.02321 2.23266 2.30148
N -2.26857 0.98840 2.03604
C -3.22791 -0.09847 1.79817
C -3.87894 0.13378 0.48146
C -5.22908 -0.09361 0.30711
C -5.79686 0.06080 -0.94518
C -4.96547 0.41173 -1.98873
C -3.62550 0.63454 -1.74055
N -3.06132 0.54201 -0.52057
C -1.36714 0.62214 3.14761
C -0.03515 1.30062 3.05631
C 0.82497 1.28661 4.14467
C 2.05145 1.91254 4.04322
C 2.36697 2.56824 2.86039
C 1.46193 2.53073 1.82433
N 0.28000 1.88736 1.89597
C -2.34010 3.44439 1.78348
C -2.54226 4.68308 2.36720
C -1.96812 5.80386 1.79940
C -1.18476 5.63924 0.66891
C -1.01664 4.37117 0.15483
N -1.59744 3.27650 0.68281
H -3.24630 2.32520 3.36625
H -3.98395 2.16467 1.78586
H -3.96358 -0.18535 2.60208
H -2.67747 -1.03668 1.76682
H -5.82430 -0.40806 1.15412
H -6.85421 -0.10745 -1.10090
H -5.33915 0.51916 -2.99730
H -2.97981 0.86142 -2.56982
H -1.20942 -0.45692 3.12108
H -1.83492 0.84987 4.10969
H 0.52027 0.79720 5.06138
H 2.73905 1.91418 4.87930
H 3.29765 3.10630 2.74550
H 1.65899 3.06422 0.90499
H -3.14947 4.76003 3.25977
H -2.11891 6.78259 2.23566
H -0.70400 6.48097 0.19023
H -0.38903 4.21601 -0.70233
C -1.52549 4.25166 -4.26388
N -0.18660 3.93184 -3.75827
C 0.99382 4.46192 -4.24876
C 1.99494 3.93098 -3.53731
N 1.42246 3.05682 -2.60282
C 0.07878 3.06971 -2.76301
S -1.23870 2.22160 -2.04983
C 2.17216 2.27263 -1.67322
C 3.55305 2.41963 -1.63940
C 4.28419 1.57749 -0.82453
C 3.60533 0.63443 -0.07171
C 2.22957 0.61472 -0.13971
N 1.49094 1.42094 -0.91926
H -1.41444 4.97243 -5.06756
H -2.12849 4.67744 -3.46471
H -2.00364 3.35241 -4.64484
H 1.01023 5.16642 -5.06236
H 3.05151 4.07813 -3.64355
H 4.06309 3.15640 -2.23727
H 5.36232 1.66052 -0.78700
H 4.13114 -0.05700 0.57328
H 1.66542 -0.06247 0.47417
C -0.45360 -3.68288 3.37565
C 0.75812 -4.28726 2.67160
C 2.01071 -3.41915 2.76480
C 1.93246 -2.13644 1.94200
N 1.85561 -2.37049 0.49282
C 0.82098 -2.06168 -0.31414
Se -0.80134 -1.24484 0.21736
N 1.07448 -2.51699 -1.54483
C 0.22384 -2.40818 -2.74411
C -0.41347 -3.72525 -3.17203
C -1.51342 -4.24927 -2.24393
C -0.99875 -5.03532 -1.04131
C 2.32139 -3.14159 -1.54572
C 3.03560 -3.75745 -2.57163
C 4.27198 -4.26596 -2.23874
C 4.79013 -4.15052 -0.93583
C 4.08332 -3.53499 0.07498
C 2.82090 -3.04378 -0.25782
H -1.29181 -4.37913 3.38610
H -0.79366 -2.77432 2.86660
H -0.22075 -3.43386 4.41391
H 0.51861 -4.47862 1.62223
H 0.98466 -5.25991 3.10912
H 2.88298 -4.00255 2.47015
H 2.18004 -3.11468 3.80122
H 2.80206 -1.50209 2.13449
H 1.03748 -1.57373 2.20485
H 0.86213 -2.01033 -3.53395
H -0.54091 -1.66682 -2.52138
H 0.35884 -4.48940 -3.29283
H -0.82678 -3.54510 -4.16661
H -2.16778 -4.89767 -2.82762
H -2.13121 -3.41087 -1.90552
H -0.34517 -5.85062 -1.35827
H -1.82259 -5.47609 -0.47935
H -0.43460 -4.40854 -0.34778
H 2.64764 -3.83403 -3.57774
H 4.86310 -4.76098 -2.99707
H 5.77118 -4.55355 -0.72369
H 4.50293 -3.43446 1.06620

Atomic forces in eV per Å
Ru -1.8626 0.0984 1.8564
C -0.1642 -0.0431 0.0870
N 0.6175 -0.1637 -0.2737
C -0.1032 -0.1027 0.0703
C 0.1118 -0.0086 -0.1181
C 0.0262 -0.1368 0.0443
C -0.0882 -0.0296 -0.0134
C 0.0054 -0.0233 -0.0591
C 0.0987 -0.2429 0.1441
N -0.3386 0.4221 -0.3429
C 0.0312 -0.0558 0.0969
C -0.0951 0.0412 -0.0574
C -0.0655 0.0500 0.0481
C 0.0580 0.0251 0.0285
C -0.0096 0.0638 0.0591
C -0.3075 0.2649 0.0883
N 0.9411 -0.4592 -0.4869
C 0.0257 0.1154 -0.0471
C -0.0335 -0.0207 0.0794
C -0.0032 0.0764 0.0345
C 0.0191 -0.0040 -0.0230
C -0.1153 -0.0548 0.2513
N 0.1175 0.6823 -0.2993
H 0.0288 -0.0212 0.0155
H -0.0077 -0.0496 0.0043
H 0.0037 0.1416 0.0238
H -0.0580 -0.0824 0.0693
H 0.0068 0.0279 0.0020
H 0.0071 0.0117 0.0067
H 0.0252 -0.0261 -0.0001
H 0.0458 0.0658 -0.0208
H -0.0084 -0.0311 -0.0728
H -0.0318 0.0015 -0.0104
H 0.0028 0.0115 -0.0136
H -0.0075 -0.0024 -0.0186
H -0.0200 0.0097 -0.0010
H 0.0360 -0.0695 -0.0114
H -0.0044 -0.0050 -0.0234
H -0.0017 -0.0140 -0.0103
H 0.0220 -0.0233 0.0121
H 0.0615 0.0036 -0.0776
C 0.1525 -0.0142 0.0295
N -0.0517 0.1427 -0.1240
C -0.2039 -0.0308 -0.0022
C 0.0049 -0.1350 0.0659
N 0.2181 0.1098 0.1739
C -0.2470 -0.0092 -0.0525
S 0.6189 -0.1503 -0.5787
C -0.1795 0.0002 -0.2675
C 0.0581 -0.0176 -0.0101
C -0.0012 0.0233 -0.0147
C 0.0656 -0.0775 0.0238
C -0.0978 0.1034 -0.1062
N 0.5474 -0.1952 0.0343
H -0.0099 0.0132 -0.0047
H -0.0096 -0.0040 0.0019
H 0.0039 -0.0059 -0.0160
H -0.0065 -0.0190 0.0048
H -0.0155 0.0158 0.0449
H 0.0059 -0.0017 -0.0015
H -0.0101 -0.0079 -0.0003
H -0.0174 0.0096 -0.0180
H -0.0114 0.1506 0.1251
C 0.0109 0.0297 -0.0247
C -0.0288 0.0402 0.0931
C -0.0732 -0.0508 -0.0870
C 0.0793 0.0289 -0.0506
N -0.1037 -0.3027 0.1279
C 0.0097 -0.0369 0.0074
Se 0.2675 -0.2298 -0.3731
N 0.0671 0.0021 -0.1741
C 0.0642 0.0029 0.1166
C -0.0080 -0.0092 0.0664
C 0.0445 -0.0075 0.0198
C 0.0009 -0.0016 0.0099
C -0.1652 0.0309 -0.1839
C 0.0021 0.0429 0.0134
C 0.0452 -0.0034 0.0390
C 0.0101 -0.0004 -0.0541
C 0.0013 0.0441 0.0026
C 0.0109 0.0877 0.2160
H 0.0118 0.0033 -0.0226
H -0.0041 -0.0050 0.0376
H -0.0012 -0.0097 -0.0233
H 0.0197 -0.0518 -0.0182
H -0.0134 0.0031 0.0116
H 0.0128 0.0352 -0.0088
H -0.0043 -0.0286 0.0063
H 0.0207 -0.0180 -0.0310
H 0.0180 0.0555 0.0061
H 0.0184 -0.0097 -0.0123
H -0.0072 0.0388 0.0166
H -0.0155 0.0003 -0.0485
H 0.0043 0.0012 -0.0043
H 0.0016 -0.0046 0.0008
H -0.0325 -0.0068 -0.0243
H -0.0143 0.0116 0.0000
H 0.0064 0.0126 -0.0144
H 0.0098 0.0045 0.0023
H -0.0004 -0.0110 0.0108
H -0.0014 0.0041 0.0123
H -0.0131 -0.0002 -0.0089
H -0.0304 -0.0352 -0.0005

Values from the calculation:
Calculated total energy   -5016.4224 Ha
Orbital gap (spin up / spin down)   7.212 / 6.879 eV
Multiplicity   2
Total charge   +3
HOMO (spin up / spin down)   -0.56604 / -0.56837 Eh

Atom charges from the Löwdin analysis, given in e for atoms 1 to 5:
1. Ru 0.9375
2. C -0.0796
3. N -0.2165
4. C -0.1762
5. C -0.2817